1.
Density functional theory data (ωB97M-V/def2-TZVPD) for a molecular structure, C21H25N6NiOS.

```
55
Properties=species:S:1:pos:R:3:nbo_charge:R:1
Ni -0.4555 0.5872 -0.0685 1.193
C 1.2236 -1.4628 -5.1399 -0.620
C 1.0723 -0.0141 -4.7385 -0.215
N 1.7912 0.3324 -3.5071 -0.592
C 1.2824 0.4414 -2.2885 0.295
S -0.3245 -0.1383 -2.0529 -0.346
N 2.0615 0.8643 -1.2506 -0.463
N 1.3719 0.9768 -0.1153 -0.284
C 1.9269 1.3159 1.0372 0.132
C 3.4137 1.4800 1.1608 -0.675
C 0.9680 1.4729 2.1430 0.180
C 1.1972 1.8051 3.5287 -0.253
C 0.1327 1.8259 4.4094 -0.186
C -1.1487 1.5109 3.9688 -0.294
C -1.3235 1.2160 2.6358 0.067
N -0.3166 1.1531 1.7705 -0.509
H 0.8516 -1.6036 -6.1489 0.199
H 0.6346 -2.1041 -4.4686 0.226
H 2.2455 -1.8346 -5.1255 0.204
H 0.0443 0.3243 -4.5920 0.234
H 1.5006 0.6076 -5.5454 0.179
H 2.7453 0.6388 -3.6118 0.389
H 3.8210 1.1986 0.1832 0.254
H 3.8016 0.8028 1.9203 0.217
H 3.6616 2.5258 1.3598 0.210
H 2.1991 2.1153 3.8097 0.211
H 0.3928 2.1247 5.4432 0.209
H -1.9957 1.5082 4.6833 0.216
H -2.2799 1.0620 2.1420 0.246
N -5.3115 2.3942 -0.7991 -0.862
C -4.0243 1.9665 -0.4902 0.693
O -3.8505 1.1051 0.3334 -0.632
C -2.8548 2.8106 -1.1214 -0.527
C -1.4612 2.6489 -0.6000 -0.870
H -6.0090 1.7644 -0.4869 0.386
H -5.5174 3.0574 -1.5537 0.387
H -3.1923 3.8787 -1.0913 0.179
H -2.8402 2.4265 -2.1837 0.217
H -1.2550 3.1107 0.3513 0.176
H -0.6862 2.6692 -1.3697 0.199
C -1.2902 -1.2868 0.5645 -0.869
C -0.3398 -2.3129 0.8698 0.114
C 0.2289 -3.1023 -0.1426 -0.281
C 1.1606 -4.1060 0.1670 -0.146
C 1.4895 -4.3272 1.4967 -0.296
C 1.0198 -3.5178 2.5143 -0.155
C 0.0553 -2.5489 2.1932 -0.277
C 2.4074 -5.3624 1.8714 0.321
N 3.1750 -6.2014 2.1734 -0.419
H -2.0198 -1.0451 1.3579 0.200
H -1.7932 -1.4888 -0.3849 0.199
H -0.0616 -2.9145 -1.1794 0.220
H 1.6389 -4.6785 -0.6140 0.209
H 1.3081 -3.6631 3.5695 0.212
H -0.4712 -2.0092 3.0122 0.201
```

Relative energy (zero: lowest compared OMol25 entry of this formula, charge and spin) in kcal per mole: 0.0
Multiplicity: 3
Molecular weight in g/mol: 468.23
⟨S²⟩: 2.031
Frontier orbital gap (alpha / beta) in eV: 5.4 / 5.6
Net charge: -1



2.
Density functional theory data (ωB97M-V/def2-TZVPD) for C21H25NO2S in the gas phase.

```
50
Properties=species:S:1:pos:R:3:nbo_charge:R:1
O -0.2361 -3.1188 -2.2193 -0.638
C -1.1583 -2.4870 -1.7379 0.687
C -2.5706 -2.6090 -2.2800 -0.501
C -3.5208 -3.2854 -1.2873 -0.418
C -4.1231 -2.3285 -0.2538 0.107
O -5.1281 -2.9719 0.4995 -0.710
C -3.0635 -1.7134 0.6672 -0.435
C -2.0355 -0.8675 -0.0891 -0.224
N -0.9824 -1.6640 -0.6770 -0.449
C 0.3337 -1.5805 -0.0771 -0.226
C 1.1020 -0.3515 -0.5705 -0.428
C 2.3961 -0.1481 0.2016 -0.338
S 2.0423 0.1178 2.0095 0.215
C 0.7796 1.3697 1.9776 -0.198
C -0.4220 1.1074 2.6237 -0.240
C -1.4277 2.0572 2.6198 -0.201
C -1.2412 3.2632 1.9643 -0.215
C -0.0363 3.5265 1.3335 -0.220
C 0.9816 2.5895 1.3483 -0.169
C 3.3093 0.9270 -0.3136 0.052
C 4.5832 1.0304 0.2395 -0.230
C 5.4634 2.0071 -0.1832 -0.193
C 5.0848 2.9006 -1.1720 -0.219
C 3.8223 2.8066 -1.7290 -0.207
C 2.9380 1.8289 -1.3037 -0.253
H -2.9589 -1.6308 -2.5687 0.214
H -2.4947 -3.2237 -3.1783 0.244
H -4.3514 -3.7327 -1.8382 0.224
H -2.9916 -4.0933 -0.7734 0.201
H -4.6526 -1.5221 -0.7754 0.171
H -4.7368 -3.7255 0.9569 0.461
H -3.5777 -1.0868 1.3986 0.219
H -2.5431 -2.5078 1.2090 0.201
H -2.5424 -0.2749 -0.8579 0.198
H -1.5663 -0.1688 0.6067 0.231
H 0.2265 -1.5481 1.0104 0.205
H 0.8779 -2.4861 -0.3553 0.240
H 0.4677 0.5342 -0.4729 0.210
H 1.3380 -0.4933 -1.6274 0.228
H 2.9495 -1.0921 0.2381 0.236
H -0.5556 0.1640 3.1323 0.225
H -2.3610 1.8515 3.1231 0.215
H -2.0302 4.0000 1.9526 0.216
H 0.1196 4.4717 0.8348 0.216
H 1.9266 2.8024 0.8737 0.223
H 4.8742 0.3392 1.0178 0.216
H 6.4465 2.0717 0.2588 0.213
H 5.7700 3.6657 -1.5051 0.214
H 3.5178 3.4994 -2.4999 0.213
H 1.9572 1.7798 -1.7508 0.217
```

Relative energy (zero: lowest compared OMol25 entry of this formula, charge and spin) in kcal per mole: 0.0
Molecular weight in g/mol: 355.50
Frontier orbital gap in eV: 9.2
SMILES: O=C1CC[C@@H](O)CCN1CC[C@H](Sc1ccccc1)c1ccccc1
Net charge: 0



3.
Density functional theory data (ωB97M-V/def2-TZVPD) for C21H25NO3S in the gas phase.

```
51
Properties=species:S:1:pos:R:3:nbo_charge:R:1
C -7.2626 -1.4789 0.2182 -0.250
O -6.9565 -0.1286 0.4542 -0.496
C -5.6398 0.2396 0.5123 0.256
C -5.3927 1.5898 0.7564 -0.225
C -4.1008 2.0596 0.8233 -0.243
C -3.0179 1.1984 0.6581 0.288
O -1.7658 1.7150 0.7293 -0.701
C -3.2566 -0.1583 0.4263 -0.114
C -2.1091 -1.1343 0.3128 -0.233
N -0.9992 -0.5749 -0.4479 -0.476
C -1.3296 -0.4116 -1.8562 -0.226
C -0.2446 0.4074 -2.5461 -0.404
C 1.1074 -0.2794 -2.3969 -0.396
C 1.3937 -0.5225 -0.9144 -0.343
C 2.6533 -1.3514 -0.7258 0.608
O 2.8420 -2.3726 -1.3422 -0.528
C 3.5665 -0.9073 0.3636 -0.213
C 3.8416 -1.8250 1.3714 -0.153
C 4.6297 -1.4784 2.4530 -0.230
C 5.1736 -0.2071 2.5165 -0.184
C 4.9471 0.7045 1.5013 -0.262
C 4.1424 0.3685 0.4201 -0.051
S 3.8910 1.4525 -0.9531 0.240
C 4.5348 3.0524 -0.3803 -0.739
C 0.2342 -1.3212 -0.2971 -0.194
C -4.5646 -0.6217 0.3482 -0.242
H -8.3499 -1.5392 0.2160 0.199
H -6.8815 -1.8163 -0.7519 0.172
H -6.8675 -2.1269 1.0081 0.172
H -6.2328 2.2528 0.8855 0.222
H -3.9002 3.1029 1.0074 0.223
H -1.1494 1.0235 0.4026 0.502
H -1.7393 -1.3576 1.3215 0.211
H -2.4664 -2.0815 -0.1251 0.182
H -2.2914 0.1029 -1.9238 0.220
H -1.4284 -1.3932 -2.3513 0.170
H -0.4935 0.5265 -3.6012 0.215
H -0.2033 1.3980 -2.0896 0.207
H 1.8988 0.3374 -2.8252 0.220
H 1.1050 -1.2401 -2.9158 0.216
H 1.4724 0.4308 -0.3884 0.228
H 3.4132 -2.8133 1.2957 0.224
H 4.8229 -2.1952 3.2360 0.218
H 5.7936 0.0781 3.3533 0.216
H 5.4081 1.6769 1.5602 0.214
H 5.6159 3.0146 -0.2828 0.220
H 4.0590 3.3286 0.5557 0.225
H 4.2628 3.7621 -1.1556 0.240
H 0.4239 -1.4744 0.7704 0.205
H 0.1805 -2.3098 -0.7837 0.183
H -4.7210 -1.6739 0.1642 0.206
```

Relative energy (zero: lowest compared OMol25 entry of this formula, charge and spin) in kcal per mole: 41.8
Molecular weight in g/mol: 371.50
Frontier orbital gap in eV: 8.1
SMILES: COc1ccc(O)c(CN2CCC[C@H](C(=O)c3ccccc3SC)C2)c1
Net charge: 0



4.
Density functional theory data (ωB97M-V/def2-TZVPD) for C21H25NO3S in the gas phase.

```
51
Properties=species:S:1:pos:R:3:nbo_charge:R:1
C -4.2996 -5.1951 -2.2672 -0.251
O -4.3041 -3.8368 -1.9079 -0.514
C -3.4882 -3.4365 -0.8847 0.341
C -2.6454 -4.2675 -0.1593 -0.298
C -1.8627 -3.7386 0.8516 -0.249
C -1.9067 -2.3875 1.1676 0.286
O -1.1113 -1.9292 2.1677 -0.703
C -2.7640 -1.5451 0.4460 -0.106
C -2.8917 -0.0825 0.7995 -0.221
N -1.6047 0.5039 1.1527 -0.479
C -1.7177 1.8025 1.7935 -0.212
C -0.3531 2.2242 2.3321 -0.400
C 0.6696 2.2886 1.2027 -0.400
C 0.6951 0.9395 0.4735 -0.339
C 1.6621 0.9728 -0.6902 0.615
O 1.3414 0.7497 -1.8313 -0.533
C 3.0704 1.2908 -0.2955 -0.080
C 3.8407 0.3398 0.3627 -0.208
C 5.1460 0.6257 0.7232 -0.202
C 5.6896 1.8680 0.4417 -0.207
C 4.9287 2.8233 -0.2091 -0.199
C 3.6287 2.5316 -0.5870 -0.179
S 2.6500 3.7936 -1.3987 0.199
C 2.8128 3.2185 -3.1173 -0.728
C -0.7135 0.5793 0.0063 -0.219
C -3.5331 -2.0802 -0.5705 -0.248
H -4.6220 -5.8330 -1.4372 0.173
H -5.0110 -5.2861 -3.0867 0.198
H -3.3110 -5.5187 -2.6101 0.173
H -2.5813 -5.3232 -0.3687 0.216
H -1.2016 -4.3750 1.4186 0.221
H -1.1526 -0.9480 2.1392 0.502
H -3.3722 0.4574 -0.0326 0.184
H -3.5465 0.0097 1.6751 0.211
H -2.4313 1.7224 2.6183 0.205
H -2.0911 2.5666 1.0903 0.169
H -0.4377 3.1980 2.8160 0.215
H -0.0261 1.4970 3.0781 0.202
H 1.6579 2.5267 1.5996 0.221
H 0.3934 3.0745 0.4963 0.216
H 1.0484 0.1737 1.1746 0.231
H 3.4158 -0.6290 0.5809 0.218
H 5.7371 -0.1218 1.2303 0.219
H 6.7049 2.0948 0.7297 0.218
H 5.3328 3.7998 -0.4279 0.226
H 3.8656 3.1790 -3.3812 0.215
H 2.2968 3.9487 -3.7320 0.225
H 2.3468 2.2425 -3.2131 0.245
H -0.7005 -0.3914 -0.4950 0.231
H -1.0578 1.3307 -0.7235 0.184
H -4.1961 -1.4483 -1.1413 0.216
```

Relative energy (zero: lowest compared OMol25 entry of this formula, charge and spin) in kcal per mole: 40.9
Molecular weight in g/mol: 371.50
Frontier orbital gap in eV: 8.4
SMILES: COc1ccc(O)c(CN2CCC[C@H](C(=O)c3ccccc3SC)C2)c1
Net charge: 0